Below is C8H18O4S in the gas phase, with properties calculated with ωB97M-V/def2-TZVPD.

SMILES: CCOCCO[C@H](COC)OCS
HOMO-LUMO gap: 10.1 eV
highest occupied orbital energy: -0.348 Ha
lowest unoccupied orbital energy: 0.64 eV
ΔE to the lowest compared entry with this formula, charge and spin: 169.9 kJ/mol

Atoms and positions in Å:
C -4.1664 -0.8504 2.2158
C -3.0179 -0.0042 1.6651
O -2.5054 -0.5676 0.4720
C -1.0981 -0.5932 0.3902
C -0.7682 -0.9816 -1.0353
O 0.6051 -1.2686 -1.2332
C 1.5169 -0.2290 -1.0068
C 1.3546 0.9451 -1.9581
O 0.2416 1.7555 -1.6576
C 0.5090 2.7230 -0.6680
O 2.7848 -0.7653 -1.2407
C 3.4314 -1.2920 -0.1088
S 5.1894 -1.5370 -0.4544
H -5.1320 -0.3672 2.0864
H -4.0291 -1.0514 3.2777
H -4.1867 -1.8075 1.6974
H -2.2262 0.0778 2.4153
H -3.3635 1.0121 1.4571
H -0.6881 -1.3246 1.0964
H -0.6891 0.3970 0.6284
H -1.1269 -0.2017 -1.7085
H -1.2996 -1.8999 -1.2799
H 1.4528 0.1214 0.0336
H 1.2313 0.5543 -2.9688
H 2.2818 1.5264 -1.9342
H 1.2513 3.4439 -1.0216
H -0.4224 3.2484 -0.4680
H 0.8525 2.2752 0.2699
H 3.3418 -0.6238 0.7475
H 3.0362 -2.2772 0.1414
H 5.6394 -0.4381 0.1497

***

Below is a molecular structure, C8H19CdGeNOSSe3Te, with properties calculated with ωB97M-V/def2-TZVPD.

HOMO-LUMO gap: 7.0 eV
highest occupied orbital energy: -0.294 Ha
lowest unoccupied orbital energy: -0.96 eV
ΔE to the lowest compared entry with this formula, charge and spin: 331.3 kJ/mol

Atoms and positions in Å:
Cd 0.7927 -2.5907 1.8783
Se 1.3798 -5.1942 1.0943
Se 2.1211 -6.1941 4.1935
Te 4.7142 -4.6369 5.2957
Se 3.5681 -2.6068 4.4481
O 3.0233 -5.5703 5.6417
S 2.9348 -4.8195 2.5549
N 2.5788 -3.3124 2.9965
C -0.8821 4.6319 0.0477
C 0.0531 3.5459 0.5630
C -0.4614 2.1381 0.2801
C 0.4671 1.0392 0.7998
Ge -0.2404 -0.7600 0.4830
C 0.1149 -1.2973 -1.3729
C -0.4384 -0.3886 -2.4728
C -1.9510 -0.2163 -2.4781
C -2.4171 0.6689 -3.6271
H -0.5006 5.6316 0.2605
H -1.8695 4.5487 0.5078
H -1.0170 4.5520 -1.0336
H 0.1979 3.6604 1.6418
H 1.0426 3.6625 0.1096
H -0.6085 2.0285 -0.7996
H -1.4546 2.0232 0.7277
H 0.6305 1.1682 1.8724
H 1.4500 1.1098 0.3241
H -1.7682 -0.6688 0.7302
H -0.2526 -2.3197 -1.4966
H 1.2026 -1.3560 -1.4643
H -0.1328 -0.7908 -3.4458
H 0.0305 0.5989 -2.4049
H -2.2825 0.2108 -1.5276
H -2.4268 -1.2001 -2.5471
H -1.9773 1.6668 -3.5517
H -3.5019 0.7851 -3.6365
H -2.1193 0.2519 -4.5920

***

Below is a gas-phase ion, C8H19F2NOP (charge +1) in a non-equilibrium geometry, with properties calculated with ωB97M-V/def2-TZVPD.

total charge: +1
SMILES: CC[N+](CC)=P(F)(F)OC(C)(C)C
HOMO-LUMO gap: 9.8 eV
highest occupied orbital energy: -0.532 Ha
lowest unoccupied orbital energy: -4.67 eV

Atoms and positions in Å:
C 2.2527 1.7493 0.0388
C 1.2964 1.7249 1.2445
N 0.6287 0.4496 1.4888
C -0.3984 0.5285 2.6026
C -0.0248 0.6773 4.0985
P 0.7763 -0.8030 0.4733
F 2.2643 -1.2526 0.3848
F 0.2098 -2.0190 1.1984
O 0.4935 -0.7697 -1.4816
C -0.8033 -1.0133 -2.1294
C -0.6094 -0.0373 -3.3322
C -0.9199 -2.4732 -2.6167
C -1.8522 -0.5905 -1.1188
H 2.4561 2.8510 -0.1942
H 3.2030 1.1924 0.1131
H 1.6817 1.2835 -0.8132
H 1.6145 1.9831 2.2250
H 0.5598 2.5424 1.0251
H -0.9474 -0.4005 2.4601
H -1.1489 1.3151 2.3741
H 0.2513 1.7734 4.3890
H -0.8892 0.3224 4.8513
H 0.9189 0.2013 4.3971
H -0.3370 0.8560 -2.9195
H 0.2450 -0.4313 -3.8958
H -1.5326 0.0657 -3.8936
H -0.8528 -3.1132 -1.6984
H -0.2519 -2.6381 -3.4259
H -1.8649 -2.7171 -3.0453
H -1.4860 0.1058 -0.3781
H -2.5662 0.1002 -1.7072
H -2.3672 -1.4631 -0.7148

***

Below is 2 unconnected molecules or ions with the total composition C8H19NP2 in a non-equilibrium geometry, with properties calculated with ωB97M-V/def2-TZVPD.

HOMO-LUMO gap: 8.8 eV
highest occupied orbital energy: -0.295 Ha
lowest unoccupied orbital energy: 0.75 eV
ΔE to the lowest compared entry with this formula, charge and spin: 80.0 kJ/mol

Atoms and positions in Å:
C -0.8520 -0.4112 -0.9943
C 2.3313 1.0991 -0.5612
C -2.1607 2.1338 -1.5937
C -1.3362 0.6849 1.0881
C 1.0539 0.9095 0.3106
C -0.7285 2.0033 -1.1272
C -1.3594 -2.6202 0.0443
C -0.4328 0.8644 -0.2213
N -1.0841 -1.5143 -0.3720
P 2.0683 -3.3491 0.6292
P 1.0203 -2.7668 2.3567
H -0.7542 -0.6030 -2.0479
H 2.3231 2.2030 -0.8244
H 3.3067 0.9858 -0.0232
H 2.2598 0.5111 -1.4654
H -2.6594 1.2035 -1.4184
H -2.4100 2.6224 -2.5299
H -2.7690 2.7773 -0.7972
H -2.1948 0.1562 0.8293
H -1.6637 1.6268 1.6597
H -0.8022 0.0716 1.9339
H 1.0450 1.8361 0.8952
H 1.2146 0.1524 1.0125
H -0.0725 1.6886 -1.9066
H -0.2608 2.9002 -0.7609
H -2.3872 -2.9340 -0.0492
H 1.7246 -2.4514 -0.2714
H 3.1609 -2.4662 0.7956
H 2.1448 -3.4157 2.9935
H 0.2743 -3.8980 2.4155

***

Below is C8H19NSi in the gas phase in a non-equilibrium geometry, with properties calculated with ωB97M-V/def2-TZVPD.

SMILES: CC[Si@@H](N)C1CCCCC1
HOMO-LUMO gap: 9.6 eV
highest occupied orbital energy: -0.319 Ha
lowest unoccupied orbital energy: 0.90 eV
ΔE to the lowest compared entry with this formula, charge and spin: 169.8 kJ/mol

Atoms and positions in Å:
C 3.0689 -2.0349 -1.5274
C 1.5944 -1.5659 -1.4938
Si 0.8822 -1.5699 0.2304
N 2.2131 -1.4118 1.4173
C -0.5378 0.0240 0.7215
C 0.0044 1.4210 0.4002
C -0.9793 2.5011 0.7987
C -2.1845 2.2690 -0.0705
C -2.9049 0.9916 0.3877
C -1.9597 -0.2182 -0.0132
H 3.2550 -3.0439 -1.5253
H 3.7208 -1.6993 -2.4565
H 3.6099 -1.5823 -0.6599
H 1.0012 -2.3649 -1.9660
H 1.4010 -0.6119 -1.9422
H -0.0293 -2.7514 0.3385
H 2.1295 -0.8256 2.1953
H 2.6720 -2.3377 1.5377
H -0.6256 -0.0517 1.7373
H 0.0985 1.5293 -0.6327
H 0.9738 1.6149 0.8843
H -0.5054 3.4555 0.4952
H -1.1103 2.4886 1.8628
H -3.0115 3.0279 -0.0414
H -1.9692 2.1329 -1.1156
H -2.9738 1.0981 1.4548
H -3.7978 0.7771 -0.1571
H -2.4047 -1.1962 0.1730
H -1.6310 -0.0655 -1.0333

***

Below is a molecular structure, C8H19O7P2PdS3 in a non-equilibrium geometry, with properties calculated with ωB97M-V/def2-TZVPD.

total charge: +3
expectation value of S²: 6.024
HOMO-LUMO gap (alpha / beta): 10.8 / 6.2 eV
spin multiplicity: 5
highest occupied orbital energy (alpha / beta): -0.706 / -0.737 Ha
lowest unoccupied orbital energy (alpha / beta): -8.45 / -13.80 eV
ΔE to the lowest compared entry with this formula, charge and spin: 83.1 kJ/mol

Atoms and positions in Å:
Pd 0.0967 -0.0904 -0.2373
C -0.5017 2.6434 1.7259
C 0.1791 1.8122 2.7952
S 0.0902 0.0043 2.4256
C 1.8232 -0.5559 2.6352
C 2.8923 0.1760 1.8483
S 2.6954 0.0439 0.0116
C 2.8101 1.7986 -0.5205
C 1.8884 2.7955 0.1563
S 0.0970 2.3752 0.0105
H -1.5691 2.4166 1.6804
H -0.3889 3.7106 1.9359
H 1.2082 2.1114 2.9804
H -0.3696 1.9527 3.7324
H 2.0548 -0.5058 3.7036
H 1.7905 -1.6117 2.3556
H 2.9829 1.2238 2.1242
H 3.8540 -0.3011 2.0630
H 3.8493 2.1093 -0.3709
H 2.6288 1.7651 -1.5990
H 2.1261 2.9566 1.2053
H 2.0097 3.7613 -0.3445
C -2.9799 -3.1367 -0.3876
C -2.2511 -2.4207 -1.4806
O -2.4463 -2.9853 -2.6738
P -2.5349 -0.5591 -1.3880
O -3.9419 -0.3915 -2.0272
O -1.5184 0.1652 -2.3779
O -2.2992 -0.0195 -0.0317
P -0.3263 -2.6118 -1.0259
O -0.1948 -4.0946 -1.4305
O 0.3642 -1.6202 -1.9055
O -0.1758 -2.2536 0.4237
H -4.0637 -3.0325 -0.5335
H -2.7072 -2.7531 0.5962
H -2.7911 -4.2143 -0.4413
H -2.0747 -2.5423 -3.4569
H -4.6439 0.0986 -1.5886
H -1.7838 0.3409 -3.2892
H 0.4124 -4.7075 -1.0056